[1]
Computed, not measured: 2 unconnected molecules or ions with the total composition C7H20N2OSi2, with ωB97M-V with the def2-TZVPD basis set.

Geometry as XYZ:
```
32
Properties=species:S:1:pos:R:3
C -3.71 0.36 0.98
C 1.65 -1.54 0.28
C -1.24 -2.59 1.05
C -0.63 -2.54 -1.85
C 0.85 1.61 1.28
C 1.31 1.69 -1.79
C -1.16 3.08 -0.33
N -2.64 0.50 1.52
N -0.83 0.01 -0.49
O -4.80 0.52 0.65
Si -0.18 -1.59 -0.27
Si 0.01 1.54 -0.40
H 1.88 -1.61 1.37
H 2.05 -2.51 -0.24
H 2.01 -0.70 -0.17
H -1.88 -3.33 0.63
H -0.69 -3.13 1.83
H -1.99 -1.96 1.46
H -1.73 -2.51 -2.01
H -0.11 -2.24 -2.82
H -0.39 -3.63 -1.65
H 0.18 2.23 1.99
H 1.10 0.73 1.76
H 1.66 2.25 1.26
H 2.23 1.09 -1.63
H 0.85 1.43 -2.64
H 1.84 2.71 -1.90
H -1.87 2.66 0.27
H -0.56 3.85 -0.04
H -1.60 3.40 -1.30
H -1.60 0.12 -1.13
H -1.78 0.10 1.44
```

Values from the calculation:
total charge	0
SMILES string	C[Si](C)(C)N[Si](C)(C)C.N=C=O
spin multiplicity	1
frontier orbital gap	9.9	eV
energy relative to the best compared isomer or geometry (same formula, charge and spin)	243.7	kJ/mol
HOMO level	-9.340	eV


[2]
Computed, not measured: 2 unconnected molecules or ions with the total composition C7H20O2Si2, with ωB97M-V with the def2-TZVPD basis set.

Geometry as XYZ:
```
31
Properties=species:S:1:pos:R:3
C -1.19 1.74 -3.34
C -1.07 2.51 1.44
C -2.60 -2.36 0.80
C 2.21 0.52 0.24
C 1.64 -2.36 0.19
C 1.22 -1.00 2.95
C -0.86 2.74 -2.19
O -1.62 1.29 1.59
O -2.26 -1.09 1.25
Si 0.95 -0.74 0.98
Si -1.20 0.02 0.59
H -0.56 1.78 -4.17
H -1.08 0.72 -3.04
H -2.26 2.02 -3.58
H -0.75 2.99 2.39
H -1.88 3.11 1.09
H -0.11 2.36 0.81
H -1.73 -3.02 0.95
H -2.92 -2.24 -0.21
H -3.42 -2.81 1.34
H 1.71 1.37 -0.14
H 2.93 0.82 1.00
H 2.70 0.02 -0.60
H 2.66 -2.56 0.05
H 1.29 -3.11 0.82
H 1.18 -2.25 -0.87
H 2.07 -1.65 3.05
H 1.45 0.00 3.26
H 0.40 -1.32 3.53
H -1.04 3.75 -2.43
H -0.16 2.50 -1.44
```

Values from the calculation:
total charge	0
spin multiplicity	1
frontier orbital gap (alpha / beta)	7.7 / 7.4	eV
energy relative to the best compared isomer or geometry (same formula, charge and spin)	561.1	kJ/mol
HOMO level (alpha / beta)	-8.353 / -7.030	eV


[3]
Computed, not measured: C7H20SSi2 in the gas phase, with ωB97M-V with the def2-TZVPD basis set.

Geometry as XYZ:
```
30
Properties=species:S:1:pos:R:3
S -0.65 2.27 1.02
C 2.62 1.94 0.13
C 1.85 -0.75 1.39
C 1.87 -0.26 -1.80
C -3.08 0.19 -0.66
C -1.08 -2.11 -1.07
C -1.83 -0.66 1.97
C -0.38 0.86 -0.09
Si 1.49 0.39 -0.08
Si -1.53 -0.57 0.07
H 0.08 3.04 0.19
H 2.47 2.45 1.03
H 2.29 2.67 -0.57
H 3.59 1.64 -0.14
H 1.30 -1.69 1.39
H 1.59 -0.23 2.36
H 2.96 -0.86 1.46
H 1.00 -0.13 -2.54
H 2.74 0.15 -2.29
H 2.00 -1.35 -1.63
H -2.94 0.50 -1.73
H -3.32 1.08 -0.13
H -3.85 -0.55 -0.36
H -0.07 -2.03 -1.38
H -1.72 -2.03 -1.92
H -1.31 -3.08 -0.58
H -0.90 -0.95 2.42
H -2.57 -1.50 2.16
H -2.17 0.31 2.49
H -0.43 1.28 -1.11
```

Values from the calculation:
total charge	0
SMILES string	C[Si](C)(C)C(S)[Si](C)(C)C
spin multiplicity	1
frontier orbital gap	9.0	eV
HOMO level	-8.319	eV


[4]
Computed, not measured: a molecular structure, C7H21ClCoN7O18, with ωB97M-V with the def2-TZVPD basis set.

Geometry as XYZ:
```
55
Properties=species:S:1:pos:R:3
Co -6.05 1.68 -0.49
Cl -1.67 0.93 0.00
O -1.14 1.81 -1.00
O -0.70 0.19 0.67
O -2.37 1.69 0.98
O -2.77 0.22 -0.62
C -2.15 -3.88 -2.99
N -1.94 -4.55 -1.70
O -0.82 -4.57 -1.20
O -2.91 -5.14 -1.15
H -3.16 -3.46 -3.01
H -2.08 -4.68 -3.73
H -1.39 -3.11 -3.13
C 3.49 -0.74 -3.26
N 4.87 -0.93 -2.95
O 5.31 -0.26 -1.98
O 5.62 -1.64 -3.62
H 3.57 -0.24 -4.23
H 3.10 0.03 -2.60
H 2.80 -1.58 -3.33
C -1.73 -2.97 4.38
N -3.18 -3.26 4.09
O -3.78 -4.01 4.89
O -3.66 -2.75 3.14
H -1.61 -1.88 4.37
H -1.16 -3.47 3.61
H -1.51 -3.39 5.36
C -0.39 6.26 1.15
N 0.56 6.75 0.10
O 0.41 7.79 -0.50
O 1.59 6.08 -0.11
H -0.75 7.16 1.65
H 0.17 5.58 1.79
H -1.08 5.68 0.54
C -3.77 2.29 -5.85
N -4.66 1.48 -5.02
O -5.11 1.99 -3.98
O -4.94 0.32 -5.38
H -3.97 1.88 -6.84
H -2.76 2.06 -5.52
H -4.18 3.30 -5.85
C 3.66 -3.76 1.45
N 3.80 -3.37 2.91
O 2.88 -2.71 3.42
O 4.80 -3.83 3.55
H 3.29 -4.79 1.45
H 4.65 -3.74 1.00
H 2.92 -3.11 1.00
C 2.38 2.27 4.54
N 3.44 2.56 3.54
O 4.08 1.59 3.18
O 3.51 3.67 3.07
H 1.40 2.36 4.06
H 2.57 3.00 5.33
H 2.51 1.23 4.82
```

Values from the calculation:
total charge	+1
spin multiplicity	4
frontier orbital gap (alpha / beta)	5.3 / 3.5	eV
energy relative to the best compared isomer or geometry (same formula, charge and spin)	330.7	kJ/mol
HOMO level (alpha / beta)	-12.464 / -12.464	eV